# 1
{
  "formula": "C5H14PS",
  "method": "ωB97M-V/def2-TZVPD",
  "de_lowest_kj_mol": 312.5,
  "total_charge": 1,
  "fmax_ev_per_a": 2.6,
  "symbols": ["C", "C", "C", "C", "C", "P", "S", "H", "H", "H", "H", "H", "H", "H", "H", "H", "H", "H", "H", "H", "H"],
  "xyz": [[2.1822, 0.8869, -1.3822], [-1.8496, -0.0337, -1.4131], [-0.4251, -0.9163, 2.5688], [2.2303, -0.5096, -0.9281], [-1.9170, -0.4439, 0.0454], [-0.2612, -0.1990, 0.8178], [-0.0560, 1.8506, 0.9982], [2.9631, 1.6403, -1.1552], [2.0170, 0.8129, -2.4156], [1.3175, 1.3455, -0.8954], [-1.8303, 1.0426, -1.4784], [-1.0737, -0.7184, -1.8060], [-2.8179, -0.2191, -1.9850], [0.1394, -0.4055, 3.2751], [-0.0509, -1.9371, 2.5322], [-1.4748, -0.8052, 2.9079], [2.9088, -0.7639, -0.1486], [1.7018, -1.2859, -1.6280], [-2.3939, -1.4667, 0.1430], [-2.5580, 0.2702, 0.6487], [1.2481, 1.8551, 1.2983]],
  "mulliken_charge": [-0.3760, -1.0347, -1.0641, -0.3170, -0.6515, 0.3600, -0.2353, 0.3118, 0.3145, -0.0017, 0.3503, 0.2466, 0.3450, 0.3912, 0.3561, 0.3515, 0.3524, 0.2812, 0.4112, 0.3894, 0.2191]
}

=====

# 2
{
  "formula": "C3HO3Ru",
  "method": "ωB97M-V/def2-TZVPD",
  "de_lowest_kj_mol": 0.0,
  "total_charge": 2,
  "multiplicity": 6,
  "fmax_ev_per_a": 6.1,
  "symbols": ["C", "C", "O", "H", "O", "C", "O", "Ru"],
  "xyz": [[0.3762, 2.0997, -0.2662], [-0.2177, 1.1535, -0.7138], [1.0367, 3.0708, 0.3040], [1.9453, 3.1256, -0.0199], [-0.9745, 0.1509, -1.2360], [-0.2836, -1.0467, -1.2980], [-0.5914, -1.7853, -0.3210], [-1.0593, -3.5076, -0.5958]],
  "lowdin_spin": [0.2736, 0.3114, 0.1936, 0.0024, 0.2413, 0.2020, 0.3116, 3.4640]
}

=====

# 3
{
  "formula": "C16H35MnN5O8",
  "method": "ωB97M-V/def2-TZVPD",
  "energy_ev": -72295.370,
  "multiplicity": 6,
  "fmax_ev_per_a": 11.4,
  "symbols": ["Mn", "C", "O", "O", "O", "C", "O", "N", "C", "C", "H", "H", "H", "H", "H", "H", "H", "C", "O", "N", "C", "C", "H", "H", "H", "H", "H", "H", "H", "C", "O", "N", "C", "C", "H", "H", "H", "H", "H", "H", "H", "C", "O", "N", "C", "C", "H", "H", "H", "H", "H", "H", "H", "C", "O", "N", "C", "C", "H", "H", "H", "H", "H", "H", "H"],
  "xyz": [[-3.1200, 1.1570, -1.1387], [-1.0488, 0.8817, -0.9816], [-1.8949, 0.5207, -0.1273], [-1.6548, 1.2404, -1.9714], [0.1531, 0.7025, -0.9436], [-0.5388, 2.7824, 3.4916], [-1.6634, 2.2646, 3.5424], [0.3227, 2.5701, 2.5168], [1.6050, 3.2398, 2.5159], [0.0713, 1.4848, 1.5268], [-0.0989, 3.5436, 4.1543], [2.4077, 2.5034, 2.4782], [1.7714, 3.8962, 3.3700], [1.7256, 3.8352, 1.6109], [0.4541, 1.8596, 0.5775], [0.5437, 0.5254, 1.7379], [-0.9975, 1.2896, 1.4396], [-1.0662, -1.7811, 0.0272], [-1.8652, -2.7031, -0.0467], [0.0603, -1.9422, 0.6772], [1.0283, -0.9274, 0.8338], [0.4903, -3.2481, 1.2307], [-1.0542, -0.7774, -0.4251], [1.3129, -0.6570, 1.8507], [0.8150, 0.0762, 0.4660], [1.9779, -1.2293, 0.3920], [1.0035, -3.0706, 2.1758], [-0.4138, -3.8541, 1.2896], [1.2245, -3.7233, 0.5801], [1.2462, 0.6448, -3.3341], [2.0170, -0.2497, -3.7543], [1.4443, 1.9728, -3.2866], [0.3706, 2.8785, -2.8410], [2.6913, 2.6808, -3.6194], [0.2360, 0.4882, -2.9252], [0.0228, 3.5104, -3.6582], [0.6859, 3.5347, -2.0298], [-0.4459, 2.2867, -2.4272], [2.7543, 3.1304, -4.6103], [2.8946, 3.3947, -2.8212], [3.5161, 1.9728, -3.7002], [-1.1135, -1.2916, -3.2530], [-1.9697, -1.7274, -4.0651], [-0.0575, -1.9865, -2.8104], [0.9011, -1.4291, -1.8521], [0.2600, -3.3109, -3.2816], [-1.0820, -0.2650, -2.8564], [0.5487, -0.6268, -1.2039], [1.7677, -1.0763, -2.4112], [1.2817, -2.1189, -1.0988], [0.3982, -4.0475, -2.4901], [-0.5250, -3.8324, -3.8292], [1.1249, -3.2156, -3.9381], [-0.3803, -1.5180, 3.7353], [-0.1476, -2.3308, 4.5694], [-1.5927, -1.0665, 3.3211], [-1.6176, -0.0503, 2.3337], [-2.8776, -1.5480, 3.9013], [0.5065, -1.0364, 3.2950], [-0.6370, 0.3324, 2.0510], [-2.1710, 0.8367, 2.6422], [-1.9257, -0.4299, 1.3595], [-3.5354, -0.7196, 4.1643], [-3.5122, -2.0238, 3.1536], [-2.6279, -2.2225, 4.7203]],
  "lowdin_spin": [4.5521, 0.0534, 0.1727, 0.1668, 0.0164, 0.0001, 0.0002, 0.0002, 0.0001, 0.0019, 0.0000, 0.0000, 0.0000, 0.0000, 0.0000, 0.0000, 0.0010, 0.0041, 0.0034, 0.0008, -0.0001, 0.0002, 0.0027, 0.0000, 0.0000, 0.0000, 0.0000, 0.0001, 0.0000, 0.0005, 0.0003, 0.0004, 0.0037, 0.0002, 0.0003, 0.0002, 0.0002, 0.0019, 0.0000, 0.0000, 0.0000, 0.0027, 0.0033, 0.0003, 0.0020, 0.0001, 0.0019, 0.0007, 0.0000, 0.0001, 0.0000, 0.0001, 0.0000, 0.0001, 0.0002, 0.0004, 0.0021, 0.0000, 0.0000, 0.0003, 0.0005, 0.0012, 0.0000, 0.0000, 0.0000]
}

=====

# 4
{
  "formula": "C29H35BaF3N4O2P2",
  "method": "ωB97M-V/def2-TZVPD",
  "de_lowest_kj_mol": 0.0,
  "fmax_ev_per_a": 4.4,
  "symbols": ["Ba", "C", "C", "C", "C", "C", "C", "C", "C", "C", "H", "H", "H", "H", "H", "H", "H", "H", "H", "H", "H", "H", "H", "H", "H", "P", "P", "N", "N", "N", "N", "C", "C", "C", "C", "C", "C", "C", "C", "C", "C", "C", "C", "C", "C", "C", "C", "C", "C", "H", "H", "H", "H", "H", "H", "H", "H", "H", "H", "H", "H", "H", "H", "H", "H", "H", "H", "H", "H", "F", "C", "F", "F", "C", "O", "O"],
  "xyz": [[-0.5212, -2.6661, 4.7788], [-1.0913, 2.4691, 4.2891], [-1.5042, 1.7625, 3.2319], [-0.7755, 1.2769, 2.0099], [0.3368, 0.2140, 2.1594], [1.5448, 0.5612, 2.9635], [1.8612, 1.7225, 3.5484], [1.1874, 3.0434, 3.3536], [0.0768, 3.3887, 4.3773], [1.7408, -1.8060, 6.0061], [-1.6829, 2.4320, 5.2132], [-2.5022, 1.3178, 3.3045], [-0.4380, 2.0920, 1.3513], [-1.5779, 0.7707, 1.4541], [-0.1738, -0.7124, 2.5092], [0.6558, -0.0457, 1.1329], [2.2060, -0.3046, 3.0949], [2.7189, 1.7601, 4.2377], [0.7444, 3.1009, 2.3508], [1.9511, 3.8277, 3.4179], [0.4469, 3.4007, 5.4179], [-0.2211, 4.4296, 4.1568], [1.5613, -1.6757, 7.0970], [2.3846, -0.9397, 5.7055], [2.3306, -2.7403, 5.9329], [1.4131, -1.2638, -2.4513], [-1.8911, -0.8264, -2.2356], [2.8220, -0.1875, -2.6366], [2.0797, -2.5373, -3.6310], [-2.0616, 0.9488, -2.3968], [-3.5342, -1.1496, -2.9009], [0.4637, -0.4082, -3.7837], [-0.9866, -0.9070, -3.8541], [3.5185, 0.3089, -1.5324], [4.5401, 1.1313, -1.9730], [4.4970, 1.1384, -3.4111], [3.4170, 0.3453, -3.7854], [2.3402, -3.8413, -3.2024], [2.8169, -4.5942, -4.2730], [2.9031, -3.7186, -5.4023], [2.4114, -2.4793, -4.9896], [-1.8328, 1.7121, -1.2560], [-1.8546, 3.0530, -1.5925], [-2.1154, 3.1366, -2.9926], [-2.1848, 1.8348, -3.4757], [-4.3412, -0.4436, -3.8022], [-5.4483, -1.2188, -4.1391], [-5.3109, -2.4684, -3.4381], [-4.1266, -2.4073, -2.7200], [0.9081, -0.6130, -4.7675], [0.5210, 0.6768, -3.6283], [-1.5197, -0.3048, -4.6055], [-1.0329, -1.9576, -4.1652], [3.1969, 0.0165, -0.5372], [5.2413, 1.6571, -1.3544], [5.1851, 1.6287, -4.0733], [3.0171, 0.1337, -4.7728], [2.1781, -4.1018, -2.1722], [3.0870, -5.6461, -4.2521], [3.3177, -3.9464, -6.3797], [2.2785, -1.5940, -5.5812], [-1.7099, 1.1951, -0.3223], [-1.7170, 3.8666, -0.8958], [-2.2768, 4.0381, -3.5702], [-2.3351, 1.4957, -4.4933], [-4.0909, 0.5529, -4.1178], [-6.2457, -0.9383, -4.8111], [-5.9985, -3.2989, -3.4701], [-3.6438, -3.1303, -2.0849], [-1.3319, -0.2786, 9.2365], [-0.9903, 0.1965, 8.0197], [-1.7450, 1.3002, 7.7637], [0.3088, 0.5973, 8.0409], [-1.1381, -0.8752, 6.8890], [-1.3700, -2.0832, 7.1727], [-0.8877, -0.4241, 5.7131]],
  "mulliken_charge": [1.6074, -0.5208, -0.6921, -0.6755, 0.6633, -0.3281, -0.4028, -0.6988, -0.7002, -1.5162, 0.3088, 0.3288, 0.5274, 0.3790, -0.3715, 0.0606, 0.4259, 0.3533, 0.1006, 0.4528, 0.3262, 0.3584, 0.2966, 0.1310, 0.4789, -0.0134, -0.1765, 0.4065, 0.3343, 0.4032, 0.3019, -0.5129, -1.2574, -0.4326, -0.6236, -0.6670, -0.1027, -0.4432, -0.6185, -0.6786, -0.1160, 0.1308, -0.4720, -1.0831, -0.1857, -0.1349, -0.6041, -0.5528, -0.4363, 0.2269, 0.6078, 0.4347, 0.5619, 0.3943, 0.4272, 0.4402, 0.2259, 0.3843, 0.3850, 0.4133, 0.2765, -0.1704, 0.4709, 0.4413, 0.4972, 0.3452, 0.4359, 0.4090, 0.3447, -0.2516, 0.7272, -0.2503, -0.2292, 0.6866, -0.8549, -0.7377]
}

=====

# 5
{
  "formula": "C30H25IN3O6S3W",
  "method": "ωB97M-V/def2-TZVPD",
  "de_lowest_kj_mol": 35.0,
  "total_charge": -2,
  "multiplicity": 2,
  "fmax_ev_per_a": 2.1,
  "symbols": ["W", "C", "C", "N", "N", "C", "O", "C", "C", "C", "C", "C", "C", "C", "C", "C", "C", "C", "N", "H", "H", "H", "H", "H", "H", "H", "H", "H", "H", "H", "H", "O", "C", "O", "C", "C", "C", "C", "C", "C", "S", "H", "H", "H", "H", "S", "C", "C", "C", "C", "C", "C", "C", "C", "S", "O", "O", "O", "H", "H", "H", "H", "H", "H", "H", "I", "C", "H", "H"],
  "xyz": [[1.1869, 0.5578, 0.2587], [-2.1094, -2.1921, 1.8691], [-0.8214, -1.7071, 1.2917], [-0.3774, -0.5069, 1.4280], [-1.0828, 0.2978, 2.3064], [-0.4561, 1.4402, 2.4429], [0.6844, 1.7243, 1.9561], [-1.1243, 2.5125, 3.2476], [-2.4603, 2.4001, 3.6088], [-3.0765, 3.4289, 4.3073], [-2.3569, 4.5724, 4.6344], [-1.0264, 4.6891, 4.2587], [-0.4070, 3.6581, 3.5604], [0.0417, -2.6492, 0.5388], [-0.3651, -3.9300, 0.1838], [0.5659, -4.7738, -0.4048], [1.8543, -4.3192, -0.6218], [2.1555, -3.0056, -0.2789], [1.2643, -2.2075, 0.2829], [-2.4202, -1.5584, 2.6924], [-2.0328, -3.2255, 2.2104], [-2.8725, -2.1394, 1.0853], [-3.0046, 1.5137, 3.3119], [-4.1232, 3.3471, 4.5767], [-2.8419, 5.3830, 5.1671], [-0.4709, 5.5909, 4.4853], [0.6188, 3.7417, 3.2232], [-1.3879, -4.2420, 0.3384], [0.2755, -5.7730, -0.7072], [2.6089, -4.9429, -1.0823], [3.1242, -2.5615, -0.4835], [2.5002, 4.2806, 0.7417], [1.5562, 3.6425, 0.3029], [1.6796, 2.4705, -0.2540], [0.1981, 4.3013, 0.2048], [0.1898, 5.6765, 0.4601], [-0.9604, 6.4384, 0.3902], [-2.1513, 5.7962, 0.0466], [-2.1646, 4.4426, -0.2072], [-1.0008, 3.6362, -0.1307], [-1.2153, 1.9406, -0.4193], [1.1383, 6.1249, 0.7270], [-0.9372, 7.5020, 0.5981], [-3.0769, 6.3604, -0.0186], [-3.0940, 3.9476, -0.4639], [3.9206, -0.1337, -1.8234], [2.6895, 0.2085, -0.9076], [1.7634, -5.6926, -5.1699], [1.1376, -4.5414, -4.4242], [1.8608, -3.3861, -4.1575], [1.2876, -2.3144, -3.4845], [-0.0348, -2.3919, -3.0753], [-0.7747, -3.5370, -3.3346], [-0.1862, -4.6043, -4.0010], [-0.8308, -0.9976, -2.2862], [-1.9273, -1.5494, -1.5145], [-1.1796, -0.1284, -3.3755], [0.2527, -0.4735, -1.4319], [2.8440, -5.7209, -5.0214], [1.5843, -5.6130, -6.2455], [1.3520, -6.6483, -4.8395], [2.9012, -3.3209, -4.4617], [1.8704, -1.4285, -3.2641], [-1.7995, -3.5892, -2.9891], [-0.7649, -5.5040, -4.1895], [4.0115, 1.3396, 2.2303], [2.5458, -0.2249, 1.7990], [2.0676, -0.3716, 2.7672], [3.1842, -1.0599, 1.5349]],
  "lowdin_spin": [0.4917, 0.0011, 0.0055, 0.0150, 0.0033, 0.0021, 0.0103, 0.0003, 0.0001, 0.0000, 0.0000, 0.0000, 0.0001, 0.0040, 0.0009, 0.0004, 0.0003, 0.0031, 0.0330, 0.0001, 0.0000, 0.0004, 0.0000, 0.0000, 0.0000, 0.0000, 0.0001, 0.0002, 0.0000, 0.0001, 0.0013, -0.0007, 0.0062, 0.0614, 0.0029, 0.0007, 0.0002, -0.0001, -0.0004, -0.0010, -0.0083, 0.0000, 0.0000, 0.0000, -0.0002, 0.1652, 0.1636, 0.0000, 0.0000, 0.0005, 0.0015, 0.0001, 0.0000, 0.0001, 0.0026, 0.0005, 0.0006, 0.0115, 0.0000, 0.0000, 0.0000, 0.0003, 0.0015, 0.0000, 0.0000, 0.0204, -0.0031, -0.0005, 0.0007]
}

=====

# 6
{
  "formula": "C7H6N2O",
  "method": "ωB97M-V/def2-TZVPD",
  "de_lowest_kj_mol": 272.3,
  "smiles": "O=C/N=C\\C=C1\\C=CC=N1",
  "fmax_ev_per_a": 4.3,
  "symbols": ["C", "C", "C", "C", "C", "C", "C", "N", "N", "O", "H", "H", "H", "H", "H", "H"],
  "xyz": [[-2.2585, -1.1810, -0.5649], [-2.1433, 0.1603, -0.5298], [-1.0504, -1.7442, 0.0525], [-0.8064, 0.4206, 0.0161], [-0.1282, 1.5870, 0.1051], [1.2934, 1.6593, 0.2962], [2.5973, -0.5293, 0.4752], [-0.2009, -0.7409, 0.3308], [2.1773, 0.7449, 0.4820], [2.8407, -1.3070, -0.4301], [-3.1383, -1.7215, -0.9529], [-2.6372, 0.9418, -1.0627], [-0.8686, -2.7169, 0.4183], [-0.5177, 2.5008, -0.1485], [1.6377, 2.6977, 0.1112], [3.2031, -0.7716, 1.4015]],
  "mulliken_charge": [-0.2586, -0.7667, -0.4031, 0.6572, -0.3650, 0.0118, 0.1357, -0.3514, -0.2935, -0.5161, 0.3569, 0.3691, 0.4375, 0.4015, 0.2942, 0.2906]
}